{
  "formula": "C28H68N4O8S2",
  "method": "ωB97M-V/def2-TZVPD",
  "elements": ["C", "C", "N", "C", "C", "C", "C", "H", "H", "H", "H", "H", "H", "H", "H", "H", "H", "H", "H", "H", "H", "H", "C", "C", "N", "C", "C", "C", "C", "H", "H", "H", "H", "H", "H", "H", "H", "H", "H", "H", "H", "H", "H", "H", "C", "C", "N", "C", "C", "C", "C", "H", "H", "H", "H", "H", "H", "H", "H", "H", "H", "H", "H", "H", "H", "H", "C", "C", "N", "C", "C", "C", "C", "H", "H", "H", "H", "H", "H", "H", "H", "H", "H", "H", "H", "H", "H", "H", "C", "C", "O", "S", "O", "O", "O", "H", "H", "H", "H", "C", "C", "O", "S", "O", "O", "O", "H", "H", "H", "H"],
  "coordinates": [[-0.538, -3.894, 9.714], [-1.631, -3.871, 8.686], [-2.161, -2.590, 8.247], [-1.168, -1.722, 7.538], [-0.569, -2.191, 6.234], [-2.768, -1.904, 9.418], [-3.989, -1.026, 8.860], [-0.962, -4.105, 10.696], [-0.022, -2.934, 9.706], [0.138, -4.724, 9.509], [-1.332, -4.479, 7.832], [-2.463, -4.376, 9.176], [-1.576, -0.718, 7.420], [-0.303, -1.622, 8.194], [0.170, -1.458, 5.910], [-0.032, -3.130, 6.366], [-1.290, -2.389, 5.441], [-2.121, -1.340, 10.090], [-3.202, -2.727, 9.986], [-4.471, -1.531, 8.024], [-3.687, -0.069, 8.434], [-4.745, -0.793, 9.610], [10.925, -4.790, -5.851], [10.430, -3.531, -5.075], [10.298, -3.831, -3.634], [11.499, -4.161, -2.896], [12.423, -2.945, -2.604], [9.274, -2.973, -2.889], [8.935, -3.450, -1.521], [10.183, -5.581, -5.742], [11.877, -5.228, -5.552], [10.977, -4.567, -6.917], [11.156, -2.760, -5.332], [9.467, -3.240, -5.493], [11.227, -4.544, -1.912], [11.973, -5.066, -3.276], [13.340, -3.287, -2.125], [12.838, -2.586, -3.546], [11.855, -2.149, -2.122], [8.277, -2.903, -3.324], [9.634, -1.944, -2.893], [9.719, -3.472, -0.764], [8.604, -4.468, -1.726], [8.109, -2.845, -1.147], [-0.031, 7.800, 4.394], [-1.152, 7.026, 3.769], [-1.757, 7.868, 2.792], [-2.475, 9.029, 3.284], [-2.856, 10.158, 2.295], [-2.400, 7.148, 1.760], [-3.861, 6.797, 2.000], [0.527, 8.522, 3.797], [0.658, 7.127, 4.905], [-0.552, 8.187, 5.270], [-0.771, 6.106, 3.326], [-1.912, 6.813, 4.521], [-3.460, 8.706, 3.623], [-1.977, 9.482, 4.141], [-3.461, 9.883, 1.430], [-3.226, 10.960, 2.934], [-1.971, 10.466, 1.739], [-1.762, 6.331, 1.422], [-2.379, 7.821, 0.902], [-4.355, 6.233, 1.209], [-4.385, 7.751, 1.941], [-3.974, 6.329, 2.978], [-5.304, -2.790, -5.430], [-4.531, -4.034, -5.799], [-3.422, -4.590, -5.016], [-3.907, -4.998, -3.669], [-2.844, -5.438, -2.724], [-2.627, -5.658, -5.726], [-3.470, -6.877, -6.349], [-6.208, -3.076, -4.892], [-5.571, -2.162, -6.279], [-4.727, -2.198, -4.719], [-5.286, -4.816, -5.885], [-4.236, -3.831, -6.829], [-4.755, -5.680, -3.604], [-4.254, -4.094, -3.168], [-2.061, -4.688, -2.608], [-2.249, -6.250, -3.142], [-3.225, -5.721, -1.743], [-2.352, -5.287, -6.714], [-1.696, -6.088, -5.357], [-2.833, -7.545, -6.928], [-3.979, -7.407, -5.544], [-4.254, -6.533, -7.024], [-0.262, 1.533, -0.804], [-0.112, 0.114, -1.376], [0.824, -0.431, -0.495], [2.133, 0.601, -0.408], [2.860, 0.523, -1.707], [2.820, 0.475, 0.854], [1.063, 1.870, -0.394], [-0.920, 1.646, 0.057], [-0.637, 2.122, -1.641], [0.224, -0.058, -2.398], [-1.011, -0.495, -1.467], [-6.456, 6.209, -4.241], [-7.500, 5.258, -4.676], [-6.790, 4.194, -5.356], [-5.213, 4.673, -5.841], [-5.268, 5.511, -7.021], [-4.247, 3.618, -5.690], [-5.110, 5.670, -4.542], [-6.593, 6.397, -3.176], [-6.588, 7.245, -4.552], [-8.243, 5.719, -5.327], [-7.949, 4.734, -3.832]],
  "mulliken_charge": [-0.934, -0.868, -0.009, -0.241, -1.352, -0.442, -1.230, 0.295, 0.271, 0.306, 0.449, 0.460, 0.341, 0.219, 0.388, 0.298, 0.327, 0.290, 0.388, 0.340, 0.305, 0.401, -1.266, -0.391, 0.179, -0.776, -1.023, -0.469, -1.318, 0.316, 0.315, 0.397, 0.254, 0.358, 0.311, 0.398, 0.411, 0.265, 0.251, 0.383, 0.378, 0.290, 0.344, 0.392, -1.356, -0.408, 0.157, -0.493, -1.376, -0.911, -0.992, 0.301, 0.394, 0.378, 0.423, 0.273, 0.391, 0.396, 0.275, 0.392, 0.361, 0.515, 0.393, 0.379, 0.230, 0.279, -1.288, -0.407, 0.014, -0.278, -1.359, -0.698, -1.055, 0.277, 0.374, 0.307, 0.381, 0.379, 0.351, 0.315, 0.305, 0.312, 0.392, 0.340, 0.375, 0.415, 0.285, 0.264, -0.135, -0.452, -0.321, 1.083, -0.523, -0.492, -0.304, 0.279, 0.241, 0.282, 0.342, -0.294, -0.163, -0.374, 1.105, -0.513, -0.492, -0.334, 0.284, 0.283, 0.243, 0.255],
  "smiles": "O=S1(=O)OCCO1.O=S1(=O)OCCO1.CCN(CC)CC.CCN(CC)CC.CCN(CC)CC.CCN(CC)CC",
  "total_energy_ev": -74141.788,
  "homo_lumo_gap_ha": 0.294,
  "de_lowest_kcal_mol": 87.9,
  "e_homo_ev": -7.84
}

{
  "formula": "C28H68N9O9",
  "method": "ωB97M-V/def2-TZVPD",
  "elements": ["C", "C", "C", "O", "C", "N", "H", "H", "H", "H", "H", "H", "H", "H", "H", "H", "H", "H", "C", "C", "O", "N", "C", "H", "H", "H", "H", "H", "H", "H", "C", "C", "O", "N", "C", "H", "H", "H", "H", "H", "H", "H", "C", "C", "O", "N", "C", "H", "H", "H", "H", "H", "H", "H", "C", "C", "O", "N", "C", "H", "H", "H", "H", "H", "H", "H", "C", "C", "O", "N", "C", "H", "H", "H", "H", "H", "H", "H", "C", "C", "O", "N", "C", "H", "H", "H", "H", "H", "H", "H", "C", "C", "O", "N", "C", "H", "H", "H", "H", "H", "H", "H", "C", "C", "O", "N", "C", "H", "H", "H", "H", "H", "H", "H"],
  "coordinates": [[0.240, -2.673, -1.511], [0.520, -1.468, -0.622], [-0.639, -0.489, -0.535], [-0.987, -0.014, -1.823], [-2.072, 0.868, -1.925], [0.815, -1.947, 0.726], [0.110, -2.524, 1.252], [1.436, -2.730, 0.654], [1.269, -1.088, 1.285], [-0.580, -3.306, -1.340], [1.082, -3.191, -1.688], [-0.095, -2.156, -2.414], [1.386, -1.017, -1.068], [-0.184, 0.409, -0.109], [-1.452, -0.980, -0.028], [-3.031, 0.708, -1.341], [-2.572, 0.840, -2.824], [-1.973, 1.825, -1.797], [6.156, -1.829, 0.482], [5.290, -1.149, 1.461], [4.091, -1.260, 1.553], [5.917, -0.385, 2.478], [5.097, 0.292, 3.521], [5.404, -2.554, 0.003], [6.882, -2.253, 1.022], [6.572, -1.190, -0.404], [7.050, -0.320, 2.471], [5.724, 0.941, 4.216], [4.756, -0.539, 3.883], [4.410, 0.973, 3.120], [-2.717, -2.047, 3.290], [-2.086, -3.009, 2.263], [-2.677, -3.266, 1.194], [-0.910, -3.459, 2.570], [-0.487, -4.595, 1.809], [-3.700, -1.562, 3.144], [-2.140, -1.201, 3.544], [-3.039, -2.718, 4.150], [-0.532, -3.315, 3.572], [0.314, -5.113, 2.261], [-0.157, -4.321, 0.843], [-1.302, -5.439, 1.874], [-5.679, 1.275, 0.892], [-4.180, 1.166, 1.168], [-3.614, 0.120, 0.931], [-3.645, 2.202, 1.729], [-2.231, 2.384, 2.187], [-6.263, 0.674, 1.678], [-5.896, 0.688, 0.008], [-6.081, 2.296, 0.945], [-4.277, 2.826, 2.134], [-1.971, 3.324, 1.720], [-1.597, 1.674, 1.504], [-2.121, 2.305, 3.315], [1.922, 7.093, -2.285], [1.357, 5.727, -2.188], [1.463, 5.074, -1.210], [0.551, 5.388, -3.128], [-0.125, 4.106, -3.353], [2.578, 7.107, -3.234], [2.424, 7.283, -1.492], [1.124, 7.963, -2.182], [0.216, 6.093, -3.722], [-1.220, 4.069, -3.350], [0.124, 3.289, -2.750], [0.479, 3.710, -4.211], [-2.203, -2.282, -5.827], [-2.083, -3.387, -4.891], [-2.863, -3.558, -4.025], [-1.043, -4.238, -5.054], [-0.763, -5.378, -4.234], [-1.141, -2.058, -6.352], [-2.516, -1.520, -5.090], [-2.943, -2.328, -6.615], [-0.404, -4.212, -5.947], [-0.089, -6.114, -4.736], [-1.680, -6.119, -4.114], [-0.408, -5.132, -3.328], [-5.791, 7.684, -0.558], [-4.436, 6.912, -0.394], [-3.572, 7.638, 0.205], [-4.252, 5.717, -0.815], [-2.935, 5.133, -0.734], [-6.691, 7.414, 0.129], [-6.103, 7.631, -1.639], [-5.609, 8.586, -0.250], [-4.868, 5.178, -1.429], [-2.524, 5.202, 0.227], [-2.227, 5.615, -1.399], [-3.002, 3.842, -0.886], [2.768, 1.812, 0.391], [1.823, 1.308, 1.620], [1.106, 2.109, 2.143], [2.072, 0.180, 2.131], [1.523, -0.125, 3.381], [3.683, 1.498, 0.541], [2.967, 2.795, 0.628], [2.259, 1.499, -0.486], [3.052, -0.139, 1.965], [1.423, -1.159, 3.542], [0.536, 0.286, 3.517], [2.239, 0.244, 4.195], [3.628, -6.042, 0.036], [3.281, -4.831, 1.042], [2.868, -3.780, 0.586], [3.335, -5.099, 2.362], [3.086, -4.014, 3.325], [2.896, -6.726, 0.011], [4.637, -6.488, 0.105], [3.697, -5.576, -0.852], [3.457, -6.177, 2.654], [3.841, -3.142, 2.976], [3.288, -4.472, 4.301], [2.131, -3.765, 3.304]],
  "mulliken_charge": [-2.860, 1.084, -0.330, -0.468, -1.128, 2.425, -0.666, 0.124, -0.271, 0.520, 0.736, 0.627, 0.180, -0.037, 0.606, 0.176, 0.710, 0.349, -1.332, 0.586, -0.495, -0.193, -0.935, 0.121, 0.515, 0.304, 0.273, 0.302, 0.440, 0.250, -1.287, 0.914, -0.603, -0.258, -0.960, 0.239, 0.276, 0.406, 0.329, 0.387, 0.177, 0.331, -1.324, 0.753, -0.508, -0.040, -0.510, 0.276, 0.351, 0.371, 0.171, 0.204, -0.006, 0.315, -1.376, 0.846, -0.578, -0.135, -0.927, 0.302, 0.448, 0.290, 0.230, 0.308, 0.225, 0.404, -0.831, 0.681, -0.587, -0.208, -0.728, 0.246, 0.154, 0.315, 0.278, 0.355, 0.250, 0.126, -1.078, 0.638, -0.652, -0.082, -0.464, 0.251, 0.280, 0.374, 0.259, 0.234, 0.312, -0.118, -1.343, 0.973, -0.652, 0.465, -0.982, 0.388, 0.564, 0.204, -0.624, 0.155, 0.216, 0.318, -1.684, 0.526, -0.746, -0.136, -0.144, 0.462, 0.385, 0.510, 0.311, -0.019, 0.408, -0.216],
  "total_energy_ev": -61963.752,
  "total_charge": 1,
  "homo_lumo_gap_ha": 0.321,
  "de_lowest_kcal_mol": 0.0,
  "e_homo_ev": -10.67
}

Number 2 is which compound? C28H68N9O9